Entry 1:
{
  "formula": "C2H4N2O2",
  "method": "ωB97M-V/def2-TZVPD",
  "spin_multiplicity": 1,
  "orbital_gap_ha": [0.2389, 0.2901],
  "lumo_energy_ev": [-2.14, -1.31],
  "species": ["O", "O", "N", "N", "C", "C", "H", "H", "H", "H"],
  "coordinates": [[0.33663, 1.51580, 0.45579], [-1.88232, 0.42460, -0.78774], [0.95533, 0.33008, -1.06254], [-1.63826, -0.09525, 0.23100], [-0.11418, 0.36070, 0.85637], [0.69934, -0.64415, -0.02522], [0.15656, -1.55063, -0.32157], [0.19445, 0.30980, -1.75126], [1.63278, -0.90192, 0.48000], [-0.34033, 0.25097, 1.92516]],
  "forces_ev_per_angstrom": [[-1.67, -0.72, 1.65], [0.20, -1.00, 1.75], [0.71, -1.42, -1.34], [-0.79, 1.02, -2.14], [1.97, 1.74, 0.12], [-0.35, 0.33, -0.18], [0.13, 0.06, -0.02], [0.01, 0.15, 0.19], [-0.15, -0.01, 0.09], [-0.07, -0.14, -0.13]],
  "mulliken_charge": [-0.4576, -0.1762, -0.4359, 0.1384, 0.1330, -0.4450, 0.3041, 0.2525, 0.2883, 0.3984]
}

***

Entry 2:
{
  "formula": "C12H25BrN3O3SSi2",
  "method": "ωB97M-V/def2-TZVPD",
  "spin_multiplicity": 1,
  "orbital_gap_ha": 0.1993,
  "total_charge": -1,
  "lumo_energy_ev": 1.76,
  "species": ["Br", "S", "Si", "Si", "O", "O", "O", "N", "N", "N", "C", "C", "C", "C", "C", "C", "C", "C", "C", "C", "C", "C", "H", "H", "H", "H", "H", "H", "H", "H", "H", "H", "H", "H", "H", "H", "H", "H", "H", "H", "H", "H", "H", "H", "H", "H", "H"],
  "coordinates": [[-0.46553, -2.97005, 0.02474], [3.32443, -4.81392, 0.45346], [1.12095, 2.74024, -2.85613], [-0.93372, 2.37108, -0.70811], [-0.17897, -4.87238, 2.22102], [-1.05845, -1.56224, 2.36587], [-2.34451, -4.59599, 3.01271], [0.06433, 1.83913, -1.93268], [1.81767, -6.03510, 2.42661], [-3.02833, -6.43380, 1.55570], [-1.07213, -3.94958, 2.71080], [0.29574, 4.10585, -3.89296], [0.80457, -5.29594, 3.15303], [2.49811, -5.47465, 1.58808], [-1.34507, -2.75708, 1.75088], [-2.23504, 3.65140, -1.24362], [2.50767, 3.58922, -1.86537], [1.99217, 1.60042, -4.09664], [-2.68138, -5.55826, 2.22119], [-0.01403, 3.12538, 0.78067], [0.31813, -1.26535, 2.55516], [-1.90049, 0.89636, -0.01381], [0.38651, 4.11492, 0.54509], [-1.78132, 4.62717, -1.43724], [-2.50594, 0.43290, -0.79622], [0.98436, 4.51446, -4.64308], [1.26052, -4.43820, 3.65137], [-2.73404, 3.31661, -2.15534], [2.96262, 2.87760, -1.17284], [0.38003, -0.58792, 3.40194], [1.25647, 1.12375, -4.74835], [-0.67606, 3.24010, 1.64858], [3.29652, 3.97399, -2.52382], [-2.40620, -2.75371, 1.52672], [-0.71674, -3.53751, 3.65333], [-0.57329, 3.70272, -4.41720], [0.81738, 2.47914, 1.07260], [2.70222, 2.14874, -4.72756], [0.35555, -5.97214, 3.87837], [0.73100, -0.77648, 1.67458], [2.12568, 4.43645, -1.28925], [-3.00097, 3.79621, -0.47136], [-1.20342, 0.14941, 0.36882], [-2.56676, 1.19496, 0.80498], [-0.03499, 4.93917, -3.26713], [0.91327, -2.15594, 2.77906], [2.54152, 0.81882, -3.56667]],
  "forces_ev_per_angstrom": [[-0.01, 0.00, -0.07], [0.22, 0.01, -0.01], [-0.41, -0.64, 0.28], [0.37, -0.51, -0.58], [0.09, 0.27, 0.06], [-0.01, -0.03, 0.13], [0.06, 0.00, 0.33], [0.04, 0.54, 0.14], [0.24, 0.76, -0.11], [0.02, 0.15, 0.13], [0.65, 0.07, -0.56], [0.31, 0.12, -0.12], [-0.07, -0.79, 0.00], [-0.44, -0.41, 0.00], [-0.20, -0.15, -0.02], [-0.11, 0.06, 0.35], [0.13, 0.16, -0.29], [0.17, 0.29, -0.11], [-0.12, -0.23, -0.21], [-0.32, 0.08, 0.19], [0.10, 0.12, 0.09], [-0.16, 0.28, 0.21], [0.07, -0.03, -0.03], [0.02, -0.02, -0.07], [0.04, -0.02, -0.03], [-0.03, 0.01, 0.00], [-0.05, 0.10, 0.05], [0.03, 0.00, -0.03], [-0.03, -0.01, 0.03], [-0.06, 0.07, 0.01], [-0.02, -0.04, 0.03], [0.03, 0.01, 0.00], [0.00, 0.00, 0.03], [-0.06, 0.14, -0.04], [-0.36, 0.02, 0.21], [-0.03, -0.01, 0.03], [0.04, 0.00, -0.04], [0.00, -0.05, -0.01], [0.00, 0.04, 0.13], [0.00, -0.03, -0.11], [-0.03, -0.05, 0.06], [0.00, 0.01, -0.03], [-0.02, -0.04, -0.04], [0.00, -0.08, 0.00], [-0.06, -0.03, 0.02], [-0.02, -0.08, -0.04], [-0.04, -0.03, 0.01]],
  "mulliken_charge": [-0.0829, -0.3407, 0.0985, 0.0486, -0.2616, -0.3777, -0.4626, -0.0349, -0.5155, -0.4974, 0.0084, -1.0513, -0.2489, 0.6087, -0.2437, -1.0524, -1.0550, -1.0170, 0.5857, -1.0622, -0.5367, -0.5902, 0.3025, 0.2859, 0.3253, 0.3434, 0.3521, 0.2691, 0.2547, 0.2325, 0.2518, 0.3649, 0.3511, 0.5146, 0.4729, 0.2609, 0.2354, 0.2656, 0.2785, 0.2900, 0.2925, 0.3333, -0.2248, 0.2620, 0.2914, 0.2326, 0.2422]
}

***

Entry 3:
{
  "formula": "C2H5BO2",
  "method": "ωB97M-V/def2-TZVPD",
  "spin_multiplicity": 1,
  "orbital_gap_ha": 0.3172,
  "lumo_energy_ev": 0.24,
  "species": ["O", "O", "C", "C", "B", "H", "H", "H", "H", "H"],
  "coordinates": [[-1.38026, -0.27436, 0.05100], [0.26230, 1.73408, 0.18038], [-0.08082, -0.64818, 0.26704], [0.82337, 0.50002, -0.14456], [-1.84388, 0.89048, -0.12927], [-2.63792, 1.67215, -0.01875], [1.68524, 0.36869, 0.46975], [0.05343, -0.89777, 1.26777], [0.03183, -1.65769, -0.42413], [1.07813, 0.61251, -1.19369]],
  "forces_ev_per_angstrom": [[-3.41, -0.01, -0.48], [-3.09, -1.19, -0.12], [2.02, -2.92, -3.98], [-0.33, 1.81, 0.21], [4.53, 0.90, 1.33], [-1.41, 0.80, -0.34], [1.25, -0.26, 0.21], [0.02, -0.43, 1.80], [0.19, 2.42, 1.88], [0.23, -1.13, -0.49]],
  "mulliken_charge": [-0.1772, -0.7181, -0.1934, -0.3633, 0.3931, 0.0351, 0.2832, 0.2878, 0.1795, 0.2732]
}

***

Entry 4:
{
  "formula": "C22H37N3O3",
  "method": "ωB97M-V/def2-TZVPD",
  "spin_multiplicity": 1,
  "orbital_gap_ha": 0.3549,
  "lumo_energy_ev": 0.45,
  "species": ["O", "O", "O", "N", "N", "N", "C", "C", "C", "C", "C", "C", "C", "C", "C", "C", "C", "C", "C", "C", "C", "C", "C", "C", "C", "C", "C", "C", "H", "H", "H", "H", "H", "H", "H", "H", "H", "H", "H", "H", "H", "H", "H", "H", "H", "H", "H", "H", "H", "H", "H", "H", "H", "H", "H", "H", "H", "H", "H", "H", "H", "H", "H", "H", "H"],
  "coordinates": [[2.41721, 5.36158, -1.78168], [2.43151, -0.18992, -0.28608], [4.72778, 3.92078, 2.00456], [2.87685, 7.18591, -0.53317], [4.37471, 5.28204, 1.81261], [2.13739, 1.89521, 0.43370], [2.16766, 8.63564, -4.91897], [1.74148, 0.81863, -0.29096], [4.13621, 6.46532, -3.81912], [4.12058, 7.50290, -6.20578], [3.41814, 1.79814, 1.17435], [2.80014, 6.52173, -1.70563], [0.03620, -0.61520, -1.37766], [-0.70306, 1.59600, -0.44409], [3.32494, 5.35755, 1.07980], [2.61743, 7.78925, -6.11119], [2.00373, 1.00477, -3.22236], [1.93679, 7.82646, -3.64100], [4.87062, 7.27741, -4.88865], [1.67996, 3.29549, 0.26592], [3.19720, 7.30357, -2.95026], [0.75108, 1.49579, -2.49774], [-2.08108, 1.42237, -1.08760], [2.99659, 3.98773, 0.56881], [0.45327, 0.84112, -1.13366], [2.61250, 6.64211, 0.78714], [-0.36332, -1.40479, -0.13322], [3.51477, 3.21027, 1.72140], [-0.78904, -0.63338, -2.09373], [2.87393, 9.45313, -4.73885], [5.16774, 8.24217, -4.46404], [1.22041, 9.11360, -5.17842], [1.53874, 6.47891, 0.90968], [2.06563, 6.84447, -6.09781], [0.93787, 3.58040, 1.01711], [4.87703, 5.98833, -3.17438], [4.25854, 6.62772, -6.84639], [2.91060, 1.23063, -2.65888], [-0.50801, 2.66795, -0.43698], [5.80872, 6.77104, -5.12488], [2.90345, 7.38601, 1.52568], [3.77367, 8.17507, -2.60890], [3.64964, 3.83403, -0.29763], [-0.64745, -2.42180, -0.40637], [-2.07883, 1.72468, -2.13586], [2.31148, 8.28464, -7.03554], [3.58137, 5.64694, -4.28715], [-2.81416, 2.04403, -0.57217], [1.38570, 8.45574, -2.93546], [1.28312, 6.98272, -3.88169], [4.23938, 1.60167, 0.47723], [-1.21226, -0.95528, 0.38660], [2.87188, 3.29202, 2.60997], [-2.43945, 0.39379, -1.03586], [4.60832, 8.32642, -6.73446], [3.11055, 8.16341, -0.57971], [3.43468, 1.01468, 1.92667], [0.82737, 2.58206, -2.38483], [-0.76461, 1.29280, 0.60502], [1.98154, -0.07150, -3.39362], [1.36252, 3.53976, -0.73964], [2.09220, 1.49378, -4.19317], [0.46434, -1.47582, 0.57275], [-0.10944, 1.34194, -3.15359], [0.84905, -1.14860, -1.87108]],
  "forces_ev_per_angstrom": [[0.02, 0.18, 0.08], [0.18, -0.04, 0.18], [0.01, -0.12, 0.02], [0.33, 0.64, 0.06], [-0.27, 0.36, 0.17], [-0.31, 0.22, 0.18], [0.01, -0.07, -0.05], [0.02, -0.44, -0.25], [-0.09, -0.15, -0.26], [0.03, -0.01, -0.08], [0.78, 0.10, -0.20], [-0.34, -0.48, -0.48], [0.08, -0.48, -0.04], [-0.23, 0.17, 0.10], [0.09, -0.58, -0.05], [0.03, -0.02, -0.03], [0.01, -0.02, 0.06], [-0.11, 0.05, -0.12], [0.03, 0.08, 0.04], [0.76, 0.50, 0.35], [0.24, 0.37, 0.36], [0.20, 0.28, -0.29], [0.02, -0.14, -0.01], [-0.76, 0.38, -0.09], [-0.36, 0.12, -0.10], [-0.04, -0.08, 0.00], [0.00, 0.05, 0.06], [0.19, -0.22, -0.13], [-0.05, 0.17, 0.03], [0.04, -0.02, 0.02], [-0.06, 0.00, 0.04], [-0.02, 0.00, 0.03], [-0.04, -0.14, 0.00], [-0.02, 0.00, 0.09], [-0.21, -0.15, -0.15], [-0.02, 0.03, 0.08], [-0.02, -0.02, 0.01], [-0.01, -0.03, 0.02], [0.08, -0.08, 0.01], [0.01, 0.00, -0.01], [0.12, 0.02, -0.05], [0.00, 0.02, -0.09], [0.06, -0.14, 0.06], [-0.02, 0.00, -0.01], [0.00, -0.01, 0.00], [0.02, 0.00, -0.01], [-0.05, 0.00, 0.07], [0.03, 0.03, 0.02], [0.01, -0.05, 0.08], [0.02, -0.05, 0.04], [-0.03, -0.07, 0.04], [-0.01, -0.02, -0.02], [-0.08, 0.17, -0.09], [0.02, 0.02, -0.01], [0.01, 0.02, 0.03], [0.14, -0.08, 0.03], [-0.32, -0.07, -0.05], [0.01, -0.04, 0.04], [0.04, -0.01, 0.00], [0.02, 0.01, 0.02], [-0.16, -0.20, 0.10], [-0.03, 0.02, 0.00], [0.00, 0.03, -0.05], [-0.06, -0.10, 0.09], [0.06, 0.09, 0.10]],
  "mulliken_charge": [-0.6739, -0.6777, -0.3341, -0.0326, -0.7632, 0.3490, -0.9078, -0.7012, -0.8900, -0.6917, -0.9076, -0.0513, -1.2875, -0.8986, 0.0234, -0.5962, -1.3867, -0.7525, -0.8801, -0.1615, 0.6237, -1.1430, -1.5459, 0.6538, 3.0917, -1.1728, -1.3813, 0.2582, 0.5434, 0.3835, 0.3743, 0.3965, 0.2797, 0.3085, 0.0409, 0.5360, 0.3073, 0.2748, 0.1588, 0.3549, 0.4460, 0.2942, 0.1239, 0.4400, 0.3031, 0.3742, 0.1947, 0.4438, 0.4229, 0.2029, 0.3551, 0.2874, 0.2951, 0.3332, 0.3449, 0.2957, 0.2935, 0.3558, 0.6641, 0.3065, 0.4423, 0.4620, 0.2892, 0.4833, 0.4251]
}

***

Entry 5:
{
  "formula": "C5H7F",
  "method": "ωB97M-V/def2-TZVPD",
  "spin_multiplicity": 1,
  "orbital_gap_ha": 0.3848,
  "lumo_energy_ev": 1.01,
  "species": ["F", "C", "C", "C", "C", "C", "H", "H", "H", "H", "H", "H", "H"],
  "coordinates": [[-0.14590, -0.36302, 2.28112], [-0.58575, 0.01867, -0.36347], [0.54482, -0.03379, 1.24852], [1.73348, 0.46543, 1.05965], [-0.36585, -1.23008, -1.18327], [-1.41470, 1.04111, -0.25127], [-1.39559, 1.70029, 0.51209], [-2.13267, 1.39757, -0.95576], [0.63725, -1.07845, -1.55256], [-0.89219, -1.21649, -2.04360], [2.00609, 0.62960, 0.03370], [2.34970, 0.88216, 1.82669], [-0.33870, -2.21300, -0.61183]],
  "forces_ev_per_angstrom": [[-0.31, -0.16, 1.77], [1.65, -1.50, 4.69], [-2.79, 0.36, -6.02], [0.32, 0.48, 0.44], [2.24, 0.67, 2.76], [0.23, -1.67, -2.48], [0.64, 1.82, 2.74], [-0.53, -0.55, -0.98], [0.77, -0.35, -0.06], [-2.42, -0.43, -2.63], [0.11, 0.15, -0.13], [0.55, -0.30, 0.52], [-0.48, 1.47, -0.62]],
  "mulliken_charge": [-0.2137, 0.3916, 0.2557, -0.6469, -1.0324, -0.8754, 0.2994, 0.2998, 0.2840, 0.4340, 0.2383, 0.3229, 0.2428]
}

***

| no. | DFT total energy (hartree) |
| --- | --- |
| 1 | -338.34274 |
| 2 | -4413.47119 |
| 3 | -254.44544 |
| 4 | -1250.44876 |
| 5 | -294.43758 |